Entry 1:
Entry from OMol25: a molecular structure, C22H46MnN3OP2Se (ωB97M-V with the def2-TZVPD basis set).

Atoms and positions in Å:
1 Mn 0.001 0.631 -0.284
2 P 1.266 1.264 1.517
3 P -0.859 0.658 -2.519
4 N 0.623 2.568 -0.923
5 C 1.865 2.947 1.197
6 H 1.749 3.602 2.075
7 H 2.930 2.944 0.926
8 C 1.066 3.594 0.040
9 H 0.140 4.044 0.384
10 H 1.682 4.374 -0.468
11 C -0.031 3.272 -2.029
12 H 0.619 4.087 -2.436
13 H -0.906 3.722 -1.576
14 C -0.425 2.308 -3.178
15 H 0.424 2.240 -3.880
16 H -1.272 2.760 -3.724
17 C -2.704 0.606 -2.698
18 C -3.315 -0.616 -2.007
19 H -4.411 -0.541 -2.068
20 H -3.043 -0.673 -0.945
21 H -3.011 -1.555 -2.488
22 C -0.079 -0.489 -3.778
23 C -0.593 -1.923 -3.675
24 H 0.025 -2.560 -4.324
25 H -1.634 -2.019 -4.018
26 H -0.512 -2.320 -2.655
27 C 2.851 0.323 1.821
28 C 2.562 -1.039 2.448
29 H 3.432 -1.696 2.308
30 H 1.700 -1.530 1.973
31 H 2.377 -0.966 3.531
32 C 0.362 1.453 3.128
33 C -0.419 0.181 3.453
34 H -1.138 0.390 4.257
35 H 0.243 -0.629 3.788
36 H -0.982 -0.185 2.587
37 C -1.639 1.390 0.461
38 O -2.662 1.826 0.889
39 C -0.130 -0.006 -5.232
40 H -1.149 -0.030 -5.637
41 H 0.277 1.000 -5.371
42 H 0.480 -0.690 -5.836
43 C 3.936 1.077 2.598
44 H 4.852 0.472 2.571
45 H 4.177 2.053 2.165
46 H 3.664 1.217 3.651
47 C 1.213 1.912 4.313
48 H 0.530 2.204 5.123
49 H 1.846 1.104 4.703
50 H 1.836 2.785 4.085
51 C -3.208 0.740 -4.136
52 H -3.048 -0.179 -4.715
53 H -4.292 0.913 -4.098
54 H -2.763 1.588 -4.671
55 H -3.012 1.507 -2.142
56 H -0.359 2.255 2.895
57 H 0.973 -0.474 -3.449
58 H 3.212 0.163 0.791
59 H 1.560 2.390 -1.384
60 H 1.473 0.094 -0.845
61 C -2.678 -2.192 2.176
62 N -1.449 -2.981 2.104
63 C -1.190 -4.067 2.917
64 C -0.013 -4.602 2.509
65 N 0.429 -3.842 1.454
66 C 1.643 -4.117 0.680
67 C -0.413 -2.801 1.232
68 Se -0.194 -1.547 -0.178
69 H -3.534 -2.869 2.126
70 H -2.706 -1.501 1.339
71 H -2.710 -1.646 3.121
72 H -1.878 -4.362 3.695
73 H 0.537 -5.457 2.864
74 H 2.522 -3.926 1.295
75 H 1.633 -5.160 0.364
76 H 1.650 -3.469 -0.188

Properties
Orbital gap (spin up / spin down) ... 5.49 / 6.79 eV
E_LUMO (spin up / spin down) ... -2.1 / -3.3 eV
Multiplicity ... 6
HOMO (spin up / spin down) ... -7.625 / -10.064 eV
Energy ... -145314.1502 eV
Charge ... +1


Entry 2:
Entry from OMol25: a single C3H7N molecule (ωB97M-V with the def2-TZVPD basis set).

Atoms and positions in Å:
1 N -1.561 -0.028 -0.311
2 C -0.304 -0.084 0.443
3 C 0.823 0.767 -0.137
4 C 0.884 -0.739 -0.196
5 H -2.161 -0.756 0.109
6 H -1.975 0.875 -0.167
7 H -0.379 -0.023 1.611
8 H 0.748 1.306 -1.022
9 H 1.569 1.169 0.525
10 H 1.637 -1.335 0.323
11 H 0.720 -1.152 -1.179

Properties
Orbital gap ... 10.74 eV
E_LUMO ... 1.3 eV
HOMO ... -9.454 eV
Structure (SMILES) ... NC1CC1
Energy ... -4713.3187 eV


Entry 3:
Entry from OMol25: a molecular structure, C39H49BiN12O3PSSiTe (ωB97M-V with the def2-TZVPD basis set).

Atoms and positions in Å:
1 Bi 12.571 11.307 16.538
2 N 13.821 11.615 11.887
3 C 13.459 11.943 13.165
4 N 13.242 11.124 14.085
5 C 13.266 9.758 13.767
6 N 13.190 8.872 14.703
7 N 13.048 9.270 15.946
8 C 12.746 8.299 16.913
9 C 12.581 8.608 18.222
10 C 12.278 7.651 19.258
11 C 12.279 8.000 20.562
12 C 12.461 9.386 20.911
13 C 12.567 10.294 19.907
14 N 12.610 9.991 18.590
15 C 13.494 9.314 12.362
16 C 13.458 7.965 11.937
17 C 13.886 7.648 10.611
18 C 14.113 8.652 9.687
19 C 14.018 10.007 10.112
20 C 13.830 10.301 11.438
21 H 13.827 12.384 11.251
22 H 13.139 12.987 13.328
23 H 12.757 7.280 16.662
24 H 12.271 6.599 18.939
25 H 12.049 7.314 21.314
26 H 12.341 9.687 21.930
27 H 12.589 11.331 20.180
28 H 13.201 7.185 12.717
29 H 13.872 6.559 10.382
30 H 14.406 8.421 8.661
31 H 14.366 10.700 9.368
32 C 7.001 13.862 14.424
33 C 7.776 12.679 14.640
34 N 8.424 12.029 13.672
35 C 8.401 12.581 12.449
36 C 7.791 13.744 12.191
37 C 7.046 14.367 13.161
38 C 7.929 14.274 10.817
39 C 9.027 14.383 10.085
40 C 10.530 14.181 10.394
41 C 11.106 14.381 11.636
42 C 12.460 14.532 11.667
43 N 13.233 14.314 10.582
44 C 12.599 13.991 9.441
45 N 11.275 14.016 9.281
46 H 6.532 14.359 15.233
47 H 7.956 12.260 15.578
48 H 8.833 12.019 11.644
49 H 6.524 15.301 12.931
50 H 6.957 14.536 10.419
51 H 8.959 14.656 9.049
52 H 10.560 14.575 12.558
53 H 12.967 14.861 12.584
54 H 13.225 13.729 8.534
55 C 8.999 8.929 22.053
56 C 7.964 8.320 21.107
57 C 6.534 8.742 21.511
58 C 8.130 8.726 19.628
59 N 8.024 10.157 19.395
60 C 8.936 11.105 19.649
61 N 8.379 12.302 19.430
62 N 7.072 12.018 19.061
63 N 6.868 10.705 19.007
64 H 8.897 8.332 23.023
65 H 8.871 10.005 22.160
66 H 9.952 8.775 21.619
67 H 8.019 7.192 21.161
68 H 6.371 9.847 21.546
69 H 6.277 8.334 22.484
70 H 5.836 8.259 20.751
71 H 7.300 8.262 19.087
72 H 9.079 8.412 19.213
73 H 9.964 10.828 19.800
74 C 8.663 7.094 15.302
75 Si 8.511 8.895 14.734
76 C 6.723 9.408 15.234
77 C 9.027 8.963 12.909
78 C 9.687 9.909 15.704
79 C 10.464 10.749 16.204
80 H 8.003 6.421 14.687
81 H 8.499 7.007 16.364
82 H 9.634 6.624 15.227
83 H 6.010 8.605 14.941
84 H 6.478 10.291 14.727
85 H 6.761 9.491 16.331
86 H 8.920 7.971 12.451
87 H 10.141 9.107 12.923
88 H 8.679 9.761 12.298
89 S 11.126 13.828 15.266
90 C 10.479 16.233 19.376
91 C 10.932 15.658 18.041
92 O 12.029 16.394 17.493
93 P 12.934 16.025 16.230
94 O 11.999 15.439 15.170
95 Te 14.294 17.871 15.728
96 O 13.809 14.754 16.643
97 C 14.831 14.759 17.643
98 C 14.564 13.742 18.733
99 H 9.737 15.545 19.835
100 H 10.062 17.223 19.210
101 H 11.328 16.323 20.090
102 H 10.169 15.660 17.265
103 H 11.271 14.613 18.134
104 H 14.930 15.777 18.165
105 H 15.826 14.518 17.187
106 H 13.650 14.039 19.321
107 H 15.397 13.837 19.411
108 H 14.547 12.719 18.421

Properties
Orbital gap ... 5.14 eV
E_LUMO ... 1.9 eV
HOMO ... -3.284 eV
Energy ... -106395.0362 eV
Charge ... -1


Entry 4:
Entry from OMol25: 2 unconnected molecules or ions with the total composition C5H10O (ωB97M-V with the def2-TZVPD basis set).

Atoms and positions in Å:
1 C -1.518 -0.842 -1.660
2 C -0.429 -0.132 -0.840
3 C 0.010 -1.216 0.102
4 O -0.424 -1.403 1.215
5 H -1.308 -1.918 -1.733
6 H -1.602 -0.449 -2.674
7 H -2.474 -0.741 -1.141
8 H 0.412 0.201 -1.461
9 H -0.827 0.733 -0.304
10 H 0.684 -1.960 -0.379
11 C 1.384 1.749 1.020
12 C 1.118 0.848 1.958
13 H 0.606 2.398 0.622
14 H 2.377 1.865 0.594
15 H 0.114 0.695 2.342
16 H 1.877 0.170 2.340

Properties
Orbital gap ... 10.79 eV
E_LUMO ... 1.0 eV
HOMO ... -9.761 eV
Structure (SMILES) ... CCC=O.C=C
Energy ... -7393.0951 eV


What did we get for F_max? Answer: 8.85, 2.44, 2.84, 0.69 eV/Å, in the order shown.
What did we get for energy above the lowest of the compared OMol25 structures with the same formula, charge and spin? Answer: 134.0, 80.9, 312.0, 161.2 kJ/mol, in the order shown.